Formula: C23H51O4P2S
Source: the Open Molecules 2025 dataset
Level of theory: ωB97M-V/def2-TZVPD

XYZ file:
```
81
Properties=species:S:1:pos:R:3:forces:R:3:mulliken_charge:R:1
C 8.6020 4.7525 1.5533 0.106 0.218 0.102 -1.215
C 7.6950 5.6760 0.7350 0.089 -0.097 0.024 -0.255
C 6.7169 4.9312 -0.2012 0.030 0.136 -0.017 -0.636
C 5.2450 5.3494 -0.0362 0.295 0.444 -0.172 -0.697
O 4.3008 4.2716 -0.0652 0.178 -0.262 0.177 -0.376
C 3.8611 3.7661 1.1476 0.104 0.122 -0.116 0.375
S 5.2341 2.9984 2.0921 0.215 -0.007 -0.090 -0.171
O 2.8667 2.8191 0.7473 -0.352 0.037 0.095 -0.334
C 2.9457 1.5363 1.1760 -0.468 -0.649 0.526 0.091
O 2.1462 1.0599 1.9366 0.352 0.371 -0.564 -0.586
P 2.8440 4.8971 2.2882 0.037 -0.043 -0.086 0.176
C 2.1075 5.9234 0.9728 -0.336 -0.259 -0.182 -0.946
O 4.0646 5.8543 2.8653 -0.050 0.263 0.052 -0.470
H 8.9811 3.9211 0.9567 -0.029 0.006 -0.012 0.320
H 9.4671 5.3066 1.9286 -0.065 -0.061 -0.012 0.384
H 8.0794 4.3536 2.4236 -0.037 -0.127 -0.110 0.216
H 8.3260 6.3419 0.1434 -0.061 0.019 -0.012 0.371
H 7.1442 6.3169 1.4294 -0.024 0.005 -0.067 0.249
H 7.0082 5.1372 -1.2347 -0.024 -0.179 0.038 0.346
H 6.8225 3.8549 -0.0647 -0.113 -0.017 0.046 0.433
H 4.9664 5.9802 -0.8844 -0.101 -0.068 0.087 0.329
H 5.1227 5.9574 0.8593 -0.068 -0.167 0.082 0.343
H 4.7073 3.1957 3.3059 -0.081 0.005 0.049 0.165
H 3.7278 0.9332 0.7028 0.133 0.165 0.002 0.561
H 1.8027 6.8871 1.3794 0.031 -0.014 0.044 0.373
H 1.2041 5.3870 0.6625 0.024 0.131 -0.030 0.314
H 2.7316 6.0524 0.0902 0.067 0.109 0.126 0.283
H 3.8171 6.1848 3.7359 0.159 -0.048 0.026 0.313
C -0.7467 -0.6769 2.6152 -0.001 0.022 -0.001 -1.163
C -1.6432 -0.0855 1.5314 0.014 -0.043 0.104 0.335
C -3.0554 -0.6750 1.5434 0.092 0.119 -0.168 -1.162
C -3.1647 -2.1061 0.9954 -0.057 -0.090 0.400 -1.136
P -3.2108 -2.3043 -0.7943 -0.137 0.098 -0.066 1.274
C -4.4916 -1.1858 -1.4202 -0.110 0.159 0.004 -1.439
C -5.8898 -1.1885 -0.7830 -0.067 -0.064 0.069 -0.818
C -6.8247 -2.3601 -1.0992 0.039 -0.046 -0.056 -0.389
C -6.9618 -2.6886 -2.5825 -0.011 0.007 0.058 -1.255
C -3.7503 -3.9870 -1.1466 -0.052 -0.393 0.049 -0.661
C -2.9329 -5.2126 -0.7050 0.119 0.007 0.015 -0.985
C -1.6307 -5.5022 -1.4507 0.025 0.101 -0.017 0.282
C -1.7360 -5.4445 -2.9709 0.020 -0.024 0.056 -1.382
C -1.7792 -1.7274 -1.7335 0.376 0.219 -0.281 -0.933
C -0.3543 -2.2987 -1.6530 -0.038 -0.241 0.046 -1.229
C 0.2337 -2.5403 -0.2526 0.136 0.100 -0.029 0.559
C 1.2572 -1.4803 0.1487 -0.019 -0.132 -0.051 -1.998
H -0.6639 -1.7637 2.5332 -0.013 -0.001 0.029 0.230
H 0.2599 -0.2658 2.5583 -0.067 0.023 0.030 0.157
H -1.1475 -0.4501 3.6044 -0.019 -0.012 0.001 0.471
H -1.1768 -0.2165 0.5507 -0.077 0.021 0.043 -0.411
H -1.7183 0.9919 1.6869 0.004 0.011 -0.010 0.493
H -3.7438 -0.0201 1.0038 -0.008 -0.015 0.000 0.371
H -3.4103 -0.6972 2.5754 -0.037 -0.013 0.008 0.522
H -4.1157 -2.5424 1.3234 -0.010 -0.024 -0.084 0.688
H -2.3951 -2.7489 1.4278 0.016 -0.005 -0.101 0.645
H -4.5471 -1.3290 -2.5021 0.005 -0.086 0.008 0.757
H -4.0674 -0.1858 -1.2874 0.060 -0.031 -0.010 0.515
H -6.3751 -0.2709 -1.1224 0.027 0.024 -0.017 0.506
H -5.7988 -1.0895 0.3017 0.002 0.040 -0.004 0.248
H -7.8091 -2.0958 -0.7097 0.000 -0.007 0.040 0.451
H -6.5334 -3.2534 -0.5420 0.035 0.004 -0.016 0.238
H -7.4340 -1.8677 -3.1239 0.036 0.021 -0.018 0.366
H -7.5799 -3.5746 -2.7209 -0.034 0.019 -0.016 0.367
H -6.0010 -2.8915 -3.0595 0.005 -0.025 0.003 0.247
H -4.0028 -4.0391 -2.2078 0.079 0.062 -0.039 0.550
H -4.7043 -4.0539 -0.6178 -0.029 0.131 -0.055 0.055
H -3.5986 -6.0699 -0.8257 -0.052 0.024 -0.001 0.467
H -2.7265 -5.1445 0.3663 -0.021 -0.015 0.009 0.338
H -1.2991 -6.4997 -1.1577 -0.001 -0.001 0.031 0.473
H -0.8499 -4.8261 -1.1009 -0.023 0.027 -0.016 -0.367
H -2.3834 -6.2349 -3.3538 -0.039 0.028 -0.009 0.358
H -0.7543 -5.5733 -3.4261 -0.008 -0.045 -0.018 0.416
H -2.1291 -4.4894 -3.3276 0.016 0.013 -0.004 0.288
H -1.7449 -0.6503 -1.5410 -0.113 -0.021 0.135 0.709
H -2.1161 -1.8068 -2.7743 -0.072 0.006 0.027 0.576
H 0.2796 -1.5830 -2.1800 -0.004 0.020 -0.018 0.586
H -0.3059 -3.2065 -2.2527 -0.081 -0.024 0.046 0.244
H 0.7213 -3.5165 -0.2306 -0.017 -0.013 0.007 0.568
H -0.5548 -2.5846 0.5018 0.031 -0.018 -0.078 -0.317
H 2.1394 -1.5487 -0.4903 -0.014 0.024 -0.032 0.572
H 1.5799 -1.6104 1.1797 0.036 0.030 -0.029 0.441
H 0.8504 -0.4729 0.0530 0.044 0.000 0.017 0.324
```
Forces are in eV/Å.

Properties
Total charge   +1
DFT total energy   -62275.638 eV
HOMO energy   -10.61 eV